DFT (ωB97M-V with the def2-TZVPD basis set) results for a structure of composition C38H48N2OP3RuS2.

CARTESIAN COORDINATES (ANGSTROEM)
Ru 0.02209 -0.04536 -0.15842
C -1.53517 0.27953 3.22025
P 0.02084 0.05476 2.31987
C 0.56238 -1.59894 2.91745
N 0.55585 -1.82170 4.20914
C 1.12895 -2.96785 4.64665
C 1.15054 -3.25526 6.03455
C 1.79001 -4.37218 6.47877
C 2.43356 -5.25313 5.56907
C 2.41420 -5.00941 4.22960
C 1.74578 -3.86026 3.73851
N 1.65526 -3.65724 2.40298
C 1.04344 -2.57080 2.00048
P 0.65115 -2.39198 0.22025
C 2.11867 -3.06232 -0.58887
C -0.75013 -3.58242 -0.04570
C -0.82699 -3.95023 -1.52868
C -0.58613 -4.86744 0.77165
C -2.03252 -2.86652 0.38397
C 1.21504 1.25210 3.09323
C 2.54523 1.11785 2.36052
C 0.62317 2.65702 2.92540
C 1.44205 1.00788 4.58920
H -1.39461 0.00259 4.26513
H -2.30794 -0.34818 2.77688
H -1.84145 1.32236 3.15315
H 0.66351 -2.56293 6.70774
H 1.81744 -4.59619 7.53614
H 2.93724 -6.12995 5.95205
H 2.88408 -5.67047 3.51471
H 2.35267 -4.04104 -0.17008
H 2.93981 -2.36732 -0.42574
H 1.93486 -3.14451 -1.65895
H 0.03137 -4.54580 -1.84109
H -0.91166 -3.08112 -2.18086
H -1.71903 -4.56351 -1.67600
H 0.37450 -5.35389 0.60715
H -1.37217 -5.56122 0.46638
H -0.69604 -4.69085 1.84071
H -2.23973 -1.99040 -0.23665
H -1.98750 -2.54960 1.43118
H -2.87321 -3.55748 0.29296
H 2.46027 1.26941 1.28615
H 2.98936 0.13294 2.52829
H 3.24094 1.86101 2.75898
H 0.28916 2.87064 1.91084
H 1.39769 3.38356 3.18006
H -0.20843 2.81880 3.61128
H 1.97753 0.08107 4.78322
H 0.51453 0.99254 5.15982
H 2.05169 1.83079 4.96955
C -6.23400 3.47186 1.15004
C -5.95889 3.51843 -0.20851
C -4.86166 2.84554 -0.72284
C -4.02339 2.12057 0.12035
C -4.31638 2.06732 1.48044
C -5.41129 2.74249 1.99664
P -2.53645 1.27056 -0.50933
C -2.97357 0.97750 -2.25109
C -3.79322 -0.11353 -2.53420
C -4.16079 -0.39543 -3.83832
C -3.70314 0.40641 -4.87636
C -2.88054 1.48842 -4.60305
C -2.51831 1.77658 -3.29464
C -1.24496 2.54695 -0.57642
C -1.47069 3.91696 -0.65901
C -0.39480 4.79054 -0.71934
C 0.89889 4.28612 -0.69001
C 1.12284 2.91942 -0.57719
C 0.05678 2.03035 -0.50965
H -7.09289 3.99560 1.54733
H -6.60266 4.07923 -0.87264
H -4.66236 2.88287 -1.78627
H -3.69293 1.48382 2.14409
H -5.62649 2.69037 3.05535
H -4.14774 -0.75042 -1.73045
H -4.80422 -1.23937 -4.04840
H -3.99018 0.18615 -5.89580
H -2.52060 2.11499 -5.40818
H -1.86894 2.61930 -3.09171
H -2.48333 4.30414 -0.67538
H -0.56508 5.85620 -0.78610
H 1.74002 4.96739 -0.73134
H 2.13780 2.55371 -0.49611
S -0.15944 -0.49177 -2.27785
C 3.53755 -0.76116 -3.07458
S 3.03926 0.62905 -2.07066
C 4.65623 1.34304 -1.80970
O 2.66558 0.05626 -0.72235
H 3.97705 -0.39749 -4.00229
H 2.63346 -1.32180 -3.29994
H 4.24703 -1.37570 -2.52229
H 5.06071 1.68713 -2.76004
H 5.31105 0.60583 -1.34673
H 4.52111 2.19378 -1.14481

Computed properties:
- E_HOMO (alpha / beta): -10.0701 / -10.5093 eV
- Charge: +1
- Expectation value of S²: 6.025
- Multiplicity: 5
- Relative energy (zero: lowest compared OMol25 entry of this formula, charge and spin): 0.0 kJ/mol
- Kohn-Sham gap (alpha / beta): 0.2544 / 0.2393 Ha
- LUMO energy (alpha / beta): -3.15 / -4.00 eV